1.
# C5H10N3

C5H10N3 as an isolated structure in a non-equilibrium geometry (the ωB97M-V functional and the def2-TZVPD basis, the OMol25 dataset).

Calculated values
**HOMO**: -14.1 eV
**Orbital gap**: 10.36 eV
**Net charge**: +1
**Lowest unoccupied orbital energy**: -3.7 eV
**Energy relative to the best compared isomer or geometry (same formula, charge and spin)**: 3.4929 eV

CARTESIAN COORDINATES (ANGSTROEM)
C1 1.549 1.150 -0.479
C2 -1.361 1.028 -0.395
C3 1.903 0.743 0.931
C4 0.670 -0.781 -0.168
C5 -2.058 -1.261 -0.380
N1 0.976 0.243 -1.102
N2 1.199 -0.529 0.998
N3 -1.143 -0.178 -0.154
H1 1.939 1.877 -1.140
H2 -2.425 1.347 -0.596
H3 -0.503 1.655 -0.390
H4 3.017 0.675 1.060
H5 1.606 1.513 1.664
H6 0.224 -1.771 -0.409
H7 -1.758 -1.899 -1.193
H8 -3.052 -0.842 -0.531
H9 -2.168 -1.834 0.467
H10 1.384 -1.134 1.818

***

2.
# C29H24N7O5PdS3

C29H24N7O5PdS3 as an isolated structure (the ωB97M-V functional and the def2-TZVPD basis, the OMol25 dataset).

Calculated values
**HOMO**: -4.9 eV
**Orbital gap**: 6.79 eV
**Net charge**: -1
**Lowest unoccupied orbital energy**: 1.9 eV
**Energy relative to the best compared isomer or geometry (same formula, charge and spin)**: 0.0000 eV

CARTESIAN COORDINATES (ANGSTROEM)
Pd1 -0.282 0.832 1.134
N1 -3.493 3.503 2.104
C1 -2.617 2.553 1.660
S1 -1.061 2.507 2.412
N2 -3.058 1.754 0.719
N3 -2.122 0.848 0.351
C2 -2.298 0.092 -0.684
C3 -3.502 0.129 -1.537
C4 -4.774 -0.025 -0.987
C5 -5.891 0.000 -1.805
C6 -5.754 0.192 -3.173
C7 -4.492 0.355 -3.725
C8 -3.370 0.319 -2.911
C9 -1.195 -0.842 -0.973
C10 -1.303 -1.916 -1.844
C11 -0.224 -2.775 -1.982
C12 0.924 -2.554 -1.246
C13 0.964 -1.472 -0.378
N4 -0.060 -0.634 -0.266
H1 -3.084 4.297 2.565
H2 -4.253 3.702 1.474
H3 -4.873 -0.154 0.081
H4 -6.875 -0.124 -1.371
H5 -6.631 0.219 -3.808
H6 -4.379 0.517 -4.789
H7 -2.385 0.456 -3.339
H8 -2.222 -2.083 -2.385
H9 -0.291 -3.621 -2.655
H10 1.778 -3.213 -1.312
H11 1.808 -1.270 0.262
N5 4.914 1.123 -5.505
C14 4.224 1.794 -4.486
C15 2.835 1.684 -4.385
C16 2.149 2.373 -3.403
C17 2.835 3.185 -2.509
C18 4.209 3.305 -2.607
C19 4.902 2.617 -3.592
S2 1.930 4.002 -1.210
O1 2.893 4.834 -0.517
O2 0.805 4.640 -1.838
N6 1.388 2.800 -0.319
C20 2.164 2.217 0.586
S3 3.862 2.476 0.888
C21 3.867 1.190 2.052
C22 2.630 0.673 2.183
N7 1.682 1.254 1.375
H12 4.449 0.287 -5.826
H13 5.881 0.938 -5.287
H14 2.296 1.053 -5.083
H15 1.074 2.286 -3.319
H16 4.732 3.941 -1.906
H17 5.979 2.718 -3.665
H18 4.756 0.915 2.593
H19 2.314 -0.139 2.820
O3 1.764 -4.115 3.671
C23 0.639 -3.958 4.430
C24 0.414 -4.832 5.495
C25 -0.718 -4.722 6.282
C26 -1.652 -3.735 6.004
C27 -1.425 -2.878 4.940
C28 -0.288 -2.953 4.138
C29 -0.150 -1.919 3.010
O4 0.985 -1.776 2.506
O5 -1.180 -1.256 2.765
H20 2.254 -4.860 4.032
H21 1.147 -5.607 5.701
H22 -0.867 -5.410 7.106
H23 -2.546 -3.635 6.606
H24 -2.132 -2.101 4.681

***

3.
# C4H9NO

A 2-piece molecular cluster, C4H9NO overall in a non-equilibrium geometry (the ωB97M-V functional and the def2-TZVPD basis, the OMol25 dataset).

Calculated values
**HOMO**: -9.2 eV
**SMILES**: C=CN.CC=O
**Orbital gap**: 10.16 eV
**Net charge**: 0
**Lowest unoccupied orbital energy**: 1.0 eV
**Energy relative to the best compared isomer or geometry (same formula, charge and spin)**: 2.3850 eV

CARTESIAN COORDINATES (ANGSTROEM)
C1 1.144 -1.643 2.543
C2 0.550 -2.069 1.434
N1 -0.279 -1.280 0.586
H1 1.193 -0.621 2.923
H2 1.884 -2.193 3.115
H3 0.761 -3.104 1.174
H4 0.197 -0.394 0.512
H5 -1.214 -1.206 0.936
C3 -0.664 1.526 -2.443
C4 -0.524 2.095 -1.075
O1 0.395 1.844 -0.353
H6 -1.565 0.919 -2.573
H7 -0.771 2.350 -3.156
H8 0.172 0.905 -2.755
H9 -1.280 2.871 -0.868

***

4.
# C3H2N2OS

A 2-piece molecular cluster, C3H2N2OS overall in a non-equilibrium geometry (the ωB97M-V functional and the def2-TZVPD basis, the OMol25 dataset).

Calculated values
**HOMO**: -9.4 eV
**Orbital gap**: 8.58 eV
**Net charge**: 0
**Lowest unoccupied orbital energy**: -0.8 eV
**Energy relative to the best compared isomer or geometry (same formula, charge and spin)**: 1.9259 eV

CARTESIAN COORDINATES (ANGSTROEM)
C1 -0.502 -0.910 1.283
C2 1.094 0.701 2.152
C3 1.439 0.631 -0.905
N1 0.467 -0.210 1.792
N2 0.443 0.125 -1.221
O1 1.760 1.584 2.446
S1 -0.623 -2.520 1.360
H1 -1.135 -0.255 0.603
H2 -0.529 0.052 -1.431

***

5.
# C15H46B2N5O11Pd

C15H46B2N5O11Pd as an isolated structure in a non-equilibrium geometry (the ωB97M-V functional and the def2-TZVPD basis, the OMol25 dataset).

Calculated values
**Multiplicity**: 3
**HOMO (alpha / beta)**: 1.0 / 1.0 eV
**Orbital gap (alpha / beta)**: 2.48 / 2.48 eV
**Expectation value of S²**: 2.0181
**Net charge**: -3
**Lowest unoccupied orbital energy (alpha / beta)**: 3.5 / 3.5 eV

CARTESIAN COORDINATES (ANGSTROEM)
N1 -0.557 -0.729 -0.543
H1 -0.755 -0.967 0.418
H2 -1.062 -1.322 -1.185
H3 0.404 -1.016 -0.664
H4 -0.613 0.266 -0.710
Pd1 -5.880 -2.514 -3.384
B1 -5.485 1.281 -3.367
H5 -5.298 2.340 -3.458
H6 -6.453 1.174 -2.904
H7 -5.380 0.761 -4.306
H8 -4.867 0.784 -2.635
B2 1.226 -7.309 -0.641
H9 1.211 -6.294 -0.275
H10 1.225 -7.355 -1.719
H11 2.196 -7.658 -0.320
H12 0.433 -7.828 -0.124
C1 -2.340 -4.332 -5.477
O1 -3.311 -3.887 -6.061
O2 -2.189 -3.880 -4.358
O3 -2.087 -5.507 -5.578
C2 -5.371 -5.408 0.098
O4 -4.491 -6.112 0.569
O5 -5.202 -4.233 0.053
O6 -5.514 -5.638 -1.067
C3 5.636 -1.639 3.337
O7 6.070 -1.982 2.069
C4 4.980 -2.388 1.229
C5 5.379 -2.035 -0.214
N2 4.382 -2.280 -1.167
C6 4.691 -2.106 -2.582
C7 4.322 -0.703 -3.067
O8 5.298 0.261 -2.924
C8 4.843 1.638 -3.219
H13 6.516 -1.336 3.905
H14 5.235 -2.346 4.063
H15 4.964 -0.797 3.169
H16 4.055 -1.876 1.490
H17 4.632 -3.421 1.200
H18 6.176 -2.752 -0.414
H19 5.746 -1.012 -0.288
H20 3.860 -3.111 -0.931
H21 3.910 -2.619 -3.143
H22 5.706 -2.327 -2.914
H23 3.406 -0.405 -2.556
H24 4.040 -0.860 -4.108
H25 3.958 1.830 -2.613
H26 4.670 1.814 -4.281
H27 5.666 2.252 -2.853
C9 -1.073 3.267 3.726
O9 -1.616 3.012 2.502
C10 -2.629 3.868 2.142
C11 -2.189 5.027 1.265
N3 -1.719 4.584 -0.084
C12 -0.995 5.668 -0.816
C13 -1.633 7.063 -0.589
O10 -0.659 7.835 0.180
C14 -0.913 9.194 0.355
H28 -0.738 4.300 3.821
H29 -0.155 2.716 3.934
H30 -1.782 3.092 4.535
H31 -3.273 4.099 2.991
H32 -3.283 3.319 1.465
H33 -1.415 5.702 1.630
H34 -2.991 5.765 1.255
H35 -2.547 4.336 -0.605
H36 -0.857 5.388 -1.860
H37 0.033 5.744 -0.460
H38 -2.598 7.116 -0.086
H39 -1.849 7.553 -1.538
H40 -1.786 9.439 0.961
H41 -0.973 9.754 -0.578
H42 -0.036 9.566 0.885
C15 -2.391 -4.037 5.474
O11 -2.049 -3.632 6.571
N4 -1.707 -4.801 4.633
N5 -3.527 -3.964 4.933
H43 -2.065 -5.033 3.718
H44 -0.755 -4.977 4.921
H45 -3.602 -4.102 3.936
H46 -4.207 -3.280 5.234

***

6.
# C3H8N4

A single C3H8N4 molecule in a non-equilibrium geometry (the ωB97M-V functional and the def2-TZVPD basis, the OMol25 dataset).

Calculated values
**HOMO**: -7.6 eV
**SMILES**: [H]/N=N/N/C=C\NC
**Orbital gap**: 8.58 eV
**Net charge**: 0
**Lowest unoccupied orbital energy**: 1.0 eV
**Energy relative to the best compared isomer or geometry (same formula, charge and spin)**: 4.1605 eV

CARTESIAN COORDINATES (ANGSTROEM)
H1 0.243 -1.149 -2.460
N1 0.310 -1.244 -1.433
N2 -0.672 -1.928 -0.925
N3 -0.858 -1.894 0.366
C1 -0.274 -1.072 1.321
C2 -0.059 0.243 1.028
N4 -0.099 0.846 -0.236
C3 0.653 2.028 -0.343
H2 -1.355 -2.790 0.657
H3 -0.446 -1.363 2.311
H4 0.172 0.983 1.716
H5 -0.133 0.126 -0.992
H6 0.793 2.248 -1.384
H7 0.149 2.929 0.184
H8 1.576 2.035 0.190

***

7.
# C3H8NOS

An isolated ion of composition C3H8NOS and charge -1 in a non-equilibrium geometry (the ωB97M-V functional and the def2-TZVPD basis, the OMol25 dataset).

Calculated values
**HOMO**: -2.6 eV
**SMILES**: N[C@H](C[O-])CS
**Orbital gap**: 5.85 eV
**Net charge**: -1
**Lowest unoccupied orbital energy**: 3.3 eV
**Energy relative to the best compared isomer or geometry (same formula, charge and spin)**: 2.9411 eV

CARTESIAN COORDINATES (ANGSTROEM)
N1 0.530 -1.185 0.812
C1 0.474 -0.060 -0.190
C2 1.589 1.039 0.258
O1 2.850 0.593 -0.008
C3 -0.822 0.606 -0.567
S1 -2.204 -0.567 -0.248
H1 0.957 -0.698 1.610
H2 1.352 -1.564 0.358
H3 0.849 -0.537 -1.148
H4 1.475 1.155 1.367
H5 1.351 2.114 -0.044
H6 -0.875 1.096 -1.637
H7 -0.865 1.344 0.292
H8 -2.935 0.197 0.545

***

8.
# C2H2N2O

A single C2H2N2O molecule in a non-equilibrium geometry (the ωB97M-V functional and the def2-TZVPD basis, the OMol25 dataset).

Calculated values
**HOMO**: -11.6 eV
**SMILES**: N#CC(N)=O
**Orbital gap**: 12.22 eV
**Net charge**: 0
**Lowest unoccupied orbital energy**: 0.6 eV
**Energy relative to the best compared isomer or geometry (same formula, charge and spin)**: 0.2509 eV

CARTESIAN COORDINATES (ANGSTROEM)
N1 2.630 2.173 0.701
C1 2.085 1.340 0.142
C2 1.458 0.043 -0.576
N2 0.258 -0.162 -0.003
O1 1.968 -0.539 -1.481
H1 -0.044 0.397 0.778
H2 -0.373 -0.864 -0.354

***

| no. | electronic energy (eV) |
| --- | --- |
| 1 | -9808.255 |
| 2 | -87119.666 |
| 3 | -7829.935 |
| 4 | -19003.626 |
| 5 | -51083.553 |
| 6 | -9197.473 |
| 7 | -17612.065 |
| 8 | -7133.593 |